Record 1
Formula: C13H25BrNO22S5
Source: OMol25
Level of theory: the ωB97M-V functional and the def2-TZVPD basis

Output
Charge ... -1
Frontier orbital gap ... 5.65 eV
Multiplicity ... 1
HOMO level ... -3.69 eV

Atoms and positions in Å:
C  -1.38364  -2.66228  3.59644
C  -0.30520  -2.28526  2.48063
N  0.32770  -1.03449  2.91787
Br  -1.12634  -2.08764  0.66276
C  0.86791  -3.38066  2.34835
O  1.08271  -3.99073  1.27417
O  1.62208  -3.57176  3.44669
H  -2.41076  -2.34086  3.22120
H  -1.38305  -3.76346  3.86311
H  -1.11738  -2.09738  4.55012
H  -0.32907  -0.40506  3.38361
H  0.85225  -0.57618  2.17144
C  1.22637  0.64569  -3.79294
C  1.31895  -0.44423  -2.74146
O  1.39608  0.24925  -1.49528
S  0.54771  1.62747  -1.60166
O  -0.74005  1.39814  -1.04233
O  1.39324  2.70934  -1.19855
O  0.39808  1.65917  -3.21534
H  2.20790  1.08373  -3.99727
H  0.79191  0.28321  -4.72220
H  2.18834  -1.08201  -2.88195
H  0.41519  -1.05948  -2.73027
C  -1.82513  6.92193  0.18171
C  -1.13125  6.36312  1.41433
O  -1.08592  4.95283  1.20697
S  -0.94627  4.65308  -0.38134
O  0.44121  4.43502  -0.67668
O  -1.98141  3.75913  -0.75752
O  -1.34294  6.14074  -0.90940
H  -2.90881  6.78827  0.24468
H  -1.59897  7.97637  0.02316
H  -1.66520  6.59839  2.33422
H  -0.10245  6.72764  1.48781
C  -2.43099  -3.29853  -4.66982
C  -2.99357  -2.10021  -5.41412
O  -1.84782  -1.36729  -5.85101
S  -0.64160  -2.40337  -6.15704
O  -0.61859  -2.66556  -7.55966
O  0.50830  -1.97713  -5.43188
O  -1.27369  -3.69180  -5.41204
H  -2.11191  -3.02364  -3.66105
H  -3.14375  -4.12034  -4.61212
H  -3.62951  -1.48037  -4.78385
H  -3.55363  -2.41213  -6.30045
C  5.98696  -0.10268  -1.99679
C  5.98647  0.71430  -3.27681
O  6.03733  -0.25034  -4.33027
S  5.25346  -1.58802  -3.85904
O  3.92635  -1.53804  -4.38904
O  6.11811  -2.70540  -4.04316
O  5.17900  -1.24469  -2.28071
H  6.99365  -0.45028  -1.74956
H  5.57837  0.45234  -1.15291
H  6.83488  1.39451  -3.33686
H  5.05754  1.28196  -3.38240
C  -2.56182  -1.66644  8.46661
C  -4.00115  -1.18007  8.48738
O  -4.03811  -0.09782  7.55767
S  -2.97313  -0.38618  6.36840
O  -3.67853  -0.94941  5.26648
O  -2.12075  0.74889  6.24394
O  -2.15251  -1.57158  7.10343
H  -1.91611  -1.01572  9.06265
H  -2.46782  -2.69243  8.82118
H  -4.31403  -0.84797  9.47651
H  -4.68520  -1.95564  8.13124

=====

Record 2
Formula: C32H39N6O3RuS
Source: OMol25
Level of theory: the ωB97M-V functional and the def2-TZVPD basis

Output
<S²> ... 8.76
Charge ... +2
Frontier orbital gap (alpha / beta) ... 8.56 / 4.86 eV
Multiplicity ... 6
HOMO level (alpha / beta) ... -12.99 / -13.04 eV

Atoms and positions in Å:
Ru  0.29619  -0.21449  -0.38021
C  3.21631  0.31710  1.14692
C  3.68848  1.10347  -0.05974
C  2.71543  2.04658  -0.72375
C  3.24063  3.14338  -1.40339
C  2.40256  4.02248  -2.05953
C  1.03349  3.78751  -2.02075
C  0.58554  2.68728  -1.32593
N  1.39202  1.82885  -0.67482
N  2.26122  -0.78987  0.93057
C  2.85337  -1.93235  0.21634
C  3.00827  -1.68166  -1.25747
C  4.03085  -2.27552  -1.97910
C  4.11831  -2.02179  -3.33898
C  3.18739  -1.17609  -3.92115
C  2.19505  -0.63095  -3.12775
N  2.10371  -0.88044  -1.81834
C  1.80819  -1.24902  2.25254
C  0.57009  -2.09684  2.16805
C  0.40854  -3.23543  2.93474
C  -0.78881  -3.93425  2.85417
C  -1.77563  -3.46693  2.00360
C  -1.52984  -2.32942  1.25365
N  -0.38130  -1.64824  1.33687
H  2.73479  1.00920  1.84200
H  4.10214  -0.07686  1.66366
H  4.12278  0.45270  -0.82177
H  4.52577  1.71084  0.29252
H  4.31229  3.28999  -1.41294
H  2.80675  4.87021  -2.59616
H  0.33040  4.42480  -2.53681
H  -0.46902  2.43552  -1.32266
H  2.18049  -2.78490  0.34885
H  3.81762  -2.20704  0.66269
H  4.74502  -2.91735  -1.48139
H  4.90425  -2.47083  -3.93088
H  3.21871  -0.94338  -4.97562
H  1.43087  0.01451  -3.53741
H  1.58134  -0.36136  2.85015
H  2.60324  -1.78494  2.78555
H  1.21042  -3.57050  3.57852
H  -0.93953  -4.83210  3.43785
H  -2.71972  -3.98142  1.89701
H  -2.25101  -1.94560  0.54451
C  -1.83266  0.97465  2.69188
C  -2.56842  1.84593  3.86816
N  -2.22736  3.19997  3.60656
C  -2.70607  3.65978  2.35010
C  -1.84936  2.82749  1.22753
N  -1.03932  1.89032  1.93712
C  -0.04576  2.53365  2.73156
C  -0.84686  3.47587  3.81111
H  -2.58839  0.51528  2.05842
H  -1.22054  0.20497  3.15548
H  -2.19370  1.53526  4.84005
H  -3.64139  1.68623  3.80161
H  -2.51766  4.72244  2.22113
H  -3.76347  3.43974  2.23187
H  -1.23171  3.52530  0.66844
H  -2.54440  2.31638  0.56386
H  0.59766  3.16362  2.12137
H  0.54664  1.80422  3.27909
H  -0.62972  4.52128  3.60926
H  -0.53628  3.20351  4.81636
C  -5.56819  -2.90538  -6.14196
C  -4.54159  -2.42406  -5.15755
C  -4.72228  -1.22093  -4.47357
C  -3.79368  -0.78064  -3.54860
C  -2.66577  -1.55746  -3.30535
C  -2.46105  -2.75795  -3.96786
C  -3.40376  -3.18021  -4.89068
S  -1.48013  -0.96316  -2.18330
O  -2.18146  -0.40057  -1.00077
O  -0.68423  0.10838  -2.78627
O  -0.61233  -2.06288  -1.74899
H  -6.07506  -2.06957  -6.62150
H  -6.32458  -3.50894  -5.63686
H  -5.11351  -3.52214  -6.91529
H  -5.60251  -0.62234  -4.67082
H  -3.94167  0.15069  -3.01996
H  -1.58219  -3.35257  -3.75958
H  -3.25242  -4.11545  -5.41462

=====

Record 3
Formula: C10H7NO4Y
Source: OMol25
Level of theory: the ωB97M-V functional and the def2-TZVPD basis

Output
Charge ... +3
Frontier orbital gap (alpha / beta) ... 3.89 / 4.14 eV
Multiplicity ... 1
HOMO level (alpha / beta) ... -18.53 / -18.70 eV

Atoms and positions in Å:
O  0.75344  2.93160  -0.61929
C  0.68627  1.84322  -0.20769
Y  0.11235  -0.21815  0.73847
O  3.54703  -0.67374  0.45638
C  2.39978  -0.52193  0.44362
C  -0.45955  -0.02531  -1.55953
O  -0.86795  0.10420  -2.64400
C  -0.57531  -2.36153  0.04068
O  -0.98074  -3.39955  -0.28566
N  -1.59853  1.33363  1.48207
C  -2.89649  0.91610  2.01320
C  -4.01104  1.05963  1.19008
C  -5.25106  1.24381  1.82407
C  -5.37205  1.09892  3.22189
C  -4.25536  0.67580  3.96617
C  -3.00463  0.48704  3.34191
H  -1.73523  1.89915  0.62455
H  -1.10981  1.97013  2.13279
H  -3.85608  1.12836  0.10102
H  -6.10869  1.47929  1.20792
H  -6.32033  1.31560  3.69863
H  -4.37050  0.48093  5.02712
H  -2.12147  0.09509  3.87127